Entry 1:
68
Properties=species:S:1:pos:R:3:forces:R:3 method="wB97M-V/def2-TZVPD" s2=0.7703 energy_ev=-82214.535 orbital_gap_ha="0.1262 / 0.1263" lumo_ev="4.4 / 4.4" charge=-3 multiplicity=2
O -1.575 3.015 0.825 0.0 -1.0 0.4
V -2.264 1.607 0.562 0.3 2.2 -0.3
C 2.255 3.400 1.295 0.2 1.1 0.4
C 2.681 2.463 0.156 -0.6 0.9 0.7
C 2.898 1.020 0.535 -0.3 -0.7 0.3
C 3.446 0.416 -0.734 -1.7 -0.2 -1.1
N 3.698 -1.048 -0.819 0.7 -0.1 -0.2
C 3.908 -1.459 -2.245 1.4 0.2 -0.8
C 3.115 -2.715 -2.454 -1.4 -0.1 -0.8
C 2.727 -3.179 -1.059 0.5 0.1 0.4
C 2.523 -1.864 -0.374 -0.8 0.6 1.2
C 4.913 -1.352 -0.031 -0.3 -0.6 0.2
H 2.743 4.375 1.146 -0.3 0.0 -0.2
H 2.552 3.189 2.330 0.1 -0.8 -0.3
H 1.185 3.582 1.339 -0.2 -0.2 -0.2
H 3.510 2.952 -0.368 0.2 -0.4 0.0
H 1.847 2.399 -0.549 0.1 0.4 -0.1
H 1.873 0.667 0.725 0.2 -0.4 -0.1
H 3.436 0.772 1.456 0.4 0.5 -0.2
H 4.298 0.922 -1.185 0.2 0.0 0.3
H 2.610 0.512 -1.444 0.3 0.4 -0.1
H 4.962 -1.674 -2.454 0.1 0.2 0.6
H 3.682 -0.608 -2.882 -0.5 -0.2 -0.1
H 3.590 -3.461 -3.086 0.3 0.0 0.1
H 2.208 -2.406 -2.987 -0.1 -0.3 0.1
H 3.568 -3.627 -0.518 -0.2 -0.6 -0.3
H 1.862 -3.823 -1.014 -0.1 -0.1 0.1
H 2.530 -1.844 0.710 -0.1 -0.5 0.3
H 1.593 -1.339 -0.619 0.2 0.0 -0.4
H 5.247 -2.381 -0.156 -0.3 -0.1 -0.1
H 4.612 -1.224 1.004 0.5 0.3 0.2
H 5.704 -0.714 -0.407 0.1 0.3 0.4
C -2.015 2.160 -3.787 0.4 -0.1 0.1
C -1.113 1.564 -4.719 -1.0 0.8 1.3
C -0.078 0.564 -4.236 0.5 -0.9 1.2
O 0.681 0.016 -5.027 0.5 -0.2 -0.8
C -0.028 0.277 -2.835 0.3 0.1 0.0
C -0.811 0.959 -1.948 -0.9 1.2 1.3
C -1.908 1.930 -2.428 -0.7 -0.2 0.9
O -2.644 2.404 -1.497 0.6 -0.9 -0.9
O -0.711 0.938 -0.669 0.2 -1.0 -0.7
O -1.154 1.842 -5.899 0.2 0.1 -2.1
H -2.754 2.833 -4.198 -0.1 0.1 0.1
H 0.672 -0.445 -2.418 0.1 -0.1 -0.3
C -6.491 1.444 1.485 0.5 0.5 -0.3
C -5.138 1.648 1.497 0.9 -1.1 0.2
C -4.379 1.504 2.831 0.3 0.6 -0.7
O -3.215 1.966 2.792 0.3 -0.3 0.0
C -5.013 0.938 3.910 -1.3 -0.5 0.1
C -6.342 0.396 3.779 1.8 -0.4 1.2
C -7.144 0.783 2.554 1.5 1.6 -0.7
O -8.335 0.639 2.535 -3.3 -1.0 0.4
O -6.824 -0.353 4.641 -0.5 0.1 -0.1
O -4.406 1.874 0.484 0.4 0.3 0.1
H -7.041 1.820 0.633 -0.3 -0.4 -0.2
H -4.484 0.768 4.835 0.1 -0.1 0.1
C -2.106 -2.690 1.145 0.3 0.2 -0.1
C -0.986 -3.531 1.500 -2.4 -0.6 0.8
C 0.176 -2.914 2.279 2.2 0.3 -0.3
O 1.156 -3.641 2.613 -0.9 0.3 -0.2
C 0.182 -1.511 2.430 0.2 -0.3 0.3
C -0.832 -0.707 1.934 -0.4 1.3 -0.6
C -2.036 -1.325 1.229 -0.1 1.5 -0.4
O -2.862 -0.450 0.760 0.7 -1.0 0.4
O -0.816 0.555 1.966 -0.1 -0.6 0.1
O -1.069 -4.760 1.380 0.7 0.1 -0.3
H -3.056 -3.082 0.811 0.2 -0.5 -0.3
H 0.985 -0.985 2.941 0.1 -0.3 0.1

---

Entry 2:
60
Properties=species:S:1:pos:R:3:forces:R:3 method="wB97M-V/def2-TZVPD" s2=6.0223 energy_ev=-90179.378 orbital_gap_ha="0.2621 / 0.1953" lumo_ev="0.0 / -2.6" relative_energy_kcal_mol=10.2 multiplicity=5
Pt -0.700 0.112 0.580 -0.5 0.3 0.5
S -0.844 2.011 2.098 -0.2 -0.5 -1.0
S -1.129 1.090 3.837 -0.3 -0.6 0.3
S -2.687 -0.381 3.589 0.3 0.3 0.0
S -2.357 -1.379 1.940 0.3 0.4 0.0
C -6.323 5.134 -2.259 0.0 0.0 0.0
C -5.155 4.222 -2.006 0.0 0.0 0.0
C -3.898 4.497 -2.532 -0.1 0.0 0.0
C -2.833 3.624 -2.364 0.2 0.0 0.0
C -1.480 3.981 -2.923 -0.1 -0.1 0.0
C -3.034 2.434 -1.653 0.1 0.0 0.1
Te -1.465 0.988 -1.710 0.0 0.1 0.1
C -4.264 2.170 -1.048 0.0 0.0 0.1
C -4.527 0.966 -0.184 0.0 0.0 -0.1
C -5.303 3.074 -1.242 0.0 0.0 0.0
H -6.031 5.983 -2.875 0.0 0.0 0.0
H -6.738 5.512 -1.324 0.0 0.0 0.0
H -7.119 4.596 -2.777 0.0 0.0 0.0
H -3.740 5.412 -3.092 0.0 0.0 0.0
H -1.495 4.974 -3.368 0.0 0.0 0.0
H -1.172 3.264 -3.689 0.0 0.1 0.0
H -0.731 3.967 -2.129 0.1 0.0 -0.1
H -3.625 0.385 -0.009 0.0 0.0 0.1
H -5.270 0.310 -0.643 0.0 0.0 0.0
H -4.916 1.286 0.783 0.0 0.0 0.0
H -6.263 2.862 -0.781 0.0 0.0 0.0
C 0.619 -5.122 3.185 0.0 0.0 0.0
C 1.624 -4.231 3.533 0.0 -0.1 0.0
C 1.811 -3.068 2.798 -0.1 0.0 0.0
C 0.991 -2.762 1.710 0.1 0.4 -0.1
C -0.008 -3.676 1.370 0.0 0.0 0.0
C -0.192 -4.844 2.094 -0.1 -0.1 -0.1
Si 1.282 -1.196 0.652 0.7 -0.3 0.3
C 2.218 -1.877 -0.857 -0.4 0.3 0.1
C 1.916 -1.611 -2.189 0.0 0.0 0.1
C 2.687 -2.142 -3.215 0.0 0.0 -0.1
C 3.777 -2.946 -2.921 0.0 0.0 0.0
C 4.091 -3.223 -1.596 0.0 0.0 0.1
C 3.316 -2.695 -0.577 0.0 0.0 -0.1
C 2.547 -0.128 1.591 -0.2 -0.3 -0.1
C 3.744 0.282 1.005 -0.1 0.0 0.0
C 4.698 0.973 1.740 0.0 0.0 0.0
C 4.466 1.274 3.074 0.0 0.0 0.0
C 3.271 0.892 3.668 0.0 0.0 0.0
C 2.322 0.203 2.929 0.0 0.0 0.0
H 0.469 -6.027 3.760 0.0 0.0 0.0
H 2.272 -4.446 4.374 0.0 0.0 0.0
H 2.608 -2.391 3.077 0.0 0.0 0.0
H -0.652 -3.474 0.519 0.0 0.0 0.0
H -0.966 -5.545 1.804 0.0 0.0 0.0
H 1.066 -0.980 -2.431 0.0 0.0 0.0
H 2.438 -1.924 -4.247 0.0 0.0 0.0
H 4.382 -3.360 -3.718 0.0 0.0 0.0
H 4.941 -3.848 -1.351 0.0 0.0 0.0
H 3.564 -2.919 0.454 0.0 0.0 0.0
H 3.934 0.048 -0.036 0.1 0.0 0.0
H 5.629 1.264 1.269 0.0 0.0 0.0
H 5.213 1.808 3.648 0.0 0.0 0.0
H 3.082 1.115 4.711 0.0 0.0 0.0
H 1.396 -0.097 3.406 0.0 0.0 0.0